(1)
The following is a quantum chemistry calculation of a 5-piece molecular cluster, C30H66O3S overall in a non-equilibrium geometry, from the Open Molecules 2025 dataset.

```
! wB97M-V def2-TZVPD RIJCOSX def2/J DEFGRID3
* xyz 0 1
C 1.4140 4.4626 6.8493
C 1.0245 3.1859 7.7930
S 1.6220 1.5797 7.0017
C 3.4774 1.6123 6.9495
C 4.1280 0.6636 5.8411
C 3.5554 -0.8082 5.5916
O 4.2531 -1.0527 4.3007
C 4.4822 0.2312 3.6615
O 5.1089 0.4450 2.5920
O 3.8467 1.2191 4.5226
H 1.7738 4.1306 5.8076
H 2.2442 5.1120 7.3215
H 0.4643 5.1069 6.7013
H -0.1111 3.1100 7.9689
H 1.5341 3.2618 8.8209
H 3.9668 1.4223 7.9754
H 3.7768 2.6971 6.6617
H 5.2626 0.5178 5.8054
H 3.9683 -1.6831 6.2266
H 2.4584 -0.9399 5.2577
C -1.9738 -3.4309 0.3653
C -2.3723 -2.5163 1.5148
C -1.4615 -1.2950 1.6493
C 0.0058 -1.6055 1.9593
C 0.2418 -2.4171 3.2330
C -0.2215 -1.6984 4.4928
H -0.9694 -3.8387 0.5024
H -2.6662 -4.2743 0.2947
H -1.9987 -2.8907 -0.5851
H -2.3888 -3.0865 2.4491
H -3.3976 -2.1714 1.3470
H -1.8681 -0.6370 2.4240
H -1.5014 -0.7189 0.7159
H 0.5512 -0.6572 2.0364
H 0.4534 -2.1396 1.1140
H 1.3150 -2.6212 3.3221
H -0.2493 -3.3932 3.1649
H 0.2976 -0.7419 4.6065
H -0.0070 -2.3071 5.3756
H -1.2969 -1.5070 4.4778
C 1.8515 -3.6479 -1.7525
C 1.0349 -2.6733 -2.5908
C 0.0652 -3.3700 -3.5471
C 0.7216 -4.2577 -4.6088
C 1.7305 -3.5472 -5.5122
C 1.1086 -2.4342 -6.3447
H 2.4802 -4.2891 -2.3746
H 2.5092 -3.1014 -1.0710
H 1.1970 -4.2863 -1.1530
H 1.7097 -2.0124 -3.1442
H 0.4590 -2.0308 -1.9166
H -0.5532 -2.6104 -4.0363
H -0.6277 -3.9880 -2.9613
H -0.0680 -4.6940 -5.2319
H 1.2194 -5.1033 -4.1224
H 2.1706 -4.2859 -6.1912
H 2.5594 -3.1445 -4.9210
H 0.3112 -2.8259 -6.9823
H 1.8638 -1.9772 -6.9896
H 0.6903 -1.6443 -5.7161
C -0.0082 4.2001 -2.3560
C 1.1931 4.0497 -1.4318
C 1.4277 2.6065 -0.9823
C 0.2923 1.9875 -0.1616
C -0.0740 2.7472 1.1142
C 1.0674 2.8131 2.1205
H -0.9375 3.9027 -1.8641
H -0.1181 5.2427 -2.6668
H 0.1151 3.5897 -3.2546
H 1.0716 4.7056 -0.5639
H 2.0855 4.4001 -1.9598
H 2.3593 2.5633 -0.4096
H 1.5927 1.9812 -1.8693
H 0.5765 0.9623 0.1045
H -0.6031 1.8965 -0.7859
H -0.9261 2.2449 1.5862
H -0.4118 3.7609 0.8748
H 1.3856 1.8084 2.4131
H 0.7467 3.3422 3.0221
H 1.9325 3.3442 1.7168
C -2.7045 -0.0297 -1.9601
C -3.5035 -0.5946 -3.1267
C -2.9674 -0.1540 -4.4900
C -3.0116 1.3549 -4.7510
C -4.3987 1.9900 -4.6442
C -5.3870 1.4451 -5.6664
H -2.7377 1.0622 -1.9375
H -3.1122 -0.3925 -1.0123
H -1.6578 -0.3406 -2.0205
H -4.5560 -0.3128 -3.0200
H -3.4709 -1.6876 -3.0755
H -3.5248 -0.6776 -5.2731
H -1.9269 -0.4904 -4.5875
H -2.6098 1.5449 -5.7532
H -2.3362 1.8665 -4.0568
H -4.2998 3.0704 -4.7967
H -4.8046 1.8603 -3.6356
H -5.0238 1.6119 -6.6843
H -6.3522 1.9484 -5.5649
H -5.5580 0.3743 -5.5329
*
```

The frontier orbital gap comes out at 9.55 eV. As for the energy: -1806.49599 Eh. Its SMILES is CCSC[C@H]1COC(=O)O1.CCCCCC.CCCCCC.CCCCCC.CCCCCC. The HOMO energy comes out at -9.0 eV.

=====

(2)
The following is a quantum chemistry calculation of a 5-piece molecular cluster, C30H68BClF5O12PS overall in a non-equilibrium geometry, from the Open Molecules 2025 dataset.

```
! wB97M-V def2-TZVPD RIJCOSX def2/J DEFGRID3
* xyz 0 1
C 3.1862 1.5376 4.7125
C 1.9255 0.5582 4.9810
C 1.7943 0.0776 6.4941
C 2.9650 -0.8795 7.0028
C 3.2883 -2.1230 6.0529
C 2.0253 -2.7602 5.3114
C 1.9879 -4.3665 5.3193
P 1.5928 -5.1178 3.5943
Cl 3.6186 -5.9286 3.6256
C 1.9272 -4.1482 2.0164
C 2.3117 -5.0301 0.7477
C 2.7313 -4.0308 -0.4625
C 4.1040 -3.2938 -0.1165
C 1.5476 -3.0691 -0.9236
B 1.0038 -6.9724 3.6498
O 0.9598 -7.7814 2.4768
O 0.5950 -7.5210 4.9076
S -0.4962 -4.5060 3.7147
O -1.0963 -4.8974 5.0592
O -0.6861 -3.0020 3.6107
C -1.6171 -5.2558 2.4201
F -2.3451 -6.3203 3.0104
F -0.9759 -5.6605 1.2407
C -2.7469 -4.1906 1.9575
F -2.2139 -3.1943 1.1179
F -3.6601 -4.8983 1.1362
F -3.4839 -3.6827 3.0114
H 2.9351 2.6030 5.0008
H 3.3926 1.4928 3.5980
H 4.0635 1.0872 5.2733
H 1.9060 -0.2716 4.2096
H 0.9985 1.2070 4.7701
H 1.6978 0.9840 7.1912
H 0.7981 -0.4825 6.6004
H 3.9216 -0.2408 7.0306
H 2.7892 -1.1815 8.0964
H 4.0984 -1.8847 5.2817
H 3.7530 -2.9315 6.7280
H 2.1065 -2.4502 4.2080
H 1.0170 -2.4019 5.6895
H 3.0367 -4.7055 5.6281
H 1.2987 -4.7910 6.1324
H 2.7650 -3.4005 2.2580
H 1.0342 -3.5003 1.7097
H 3.2059 -5.7134 0.8914
H 1.4694 -5.6655 0.3319
H 2.9470 -4.7361 -1.3464
H 4.7824 -4.0199 0.4599
H 3.8514 -2.4526 0.6214
H 4.6206 -2.8578 -1.0305
H 1.4134 -2.2920 -0.0850
H 0.5689 -3.6702 -0.9167
H 1.7228 -2.5316 -1.9044
H 0.2279 -8.4357 2.5342
H -0.3817 -7.4936 4.9774
C -0.7089 -7.2274 -5.4895
O -0.3391 -8.0192 -4.3692
C 0.8847 -7.5883 -3.7795
C 0.6359 -6.7681 -2.5195
O -0.0006 -5.5299 -2.8243
C -1.3954 -5.5613 -2.5564
H -1.7476 -7.4525 -5.7365
H -0.6248 -6.1584 -5.2794
H -0.0794 -7.4843 -6.3482
H 1.4875 -7.0250 -4.4994
H 1.4423 -8.4901 -3.5072
H 1.6007 -6.5266 -2.0617
H 0.0520 -7.3385 -1.7891
H -1.5671 -5.4980 -1.4771
H -1.8681 -6.4655 -2.9505
H -1.8551 -4.6935 -3.0330
C 1.6808 4.0493 2.1676
O 2.7844 3.2569 1.7498
C 2.5068 2.5281 0.5570
C 3.1331 3.1958 -0.6611
O 2.5227 4.4548 -0.9314
C 3.3081 5.5449 -0.4707
H 2.0332 4.7485 2.9278
H 1.2521 4.6207 1.3408
H 0.9108 3.4077 2.6095
H 1.4279 2.3996 0.4207
H 2.9507 1.5344 0.6796
H 2.9594 2.5624 -1.5369
H 4.2155 3.3048 -0.5365
H 4.1567 5.7002 -1.1437
H 3.6723 5.3857 0.5481
H 2.6871 6.4428 -0.4809
C -3.0573 5.6479 -3.6460
O -1.7953 5.2287 -4.1458
C -0.7171 5.6228 -3.2986
C -0.2302 4.4627 -2.4390
O -1.2233 4.0668 -1.4935
C -1.9251 2.9031 -1.9023
H -3.8358 5.1188 -4.1988
H -3.1713 5.4217 -2.5831
H -3.1799 6.7243 -3.8089
H -1.0032 6.4769 -2.6758
H 0.1008 5.9425 -3.9523
H 0.6414 4.7908 -1.8663
H 0.0776 3.6152 -3.0610
H -1.2943 2.0202 -1.7582
H -2.2411 2.9613 -2.9480
H -2.8139 2.8015 -1.2765
C -7.0030 9.3566 -3.5083
O -5.9006 8.5640 -3.9269
C -6.1770 7.8360 -5.1211
C -5.5491 8.5057 -6.3374
O -6.1590 9.7650 -6.6078
C -5.3760 10.8548 -6.1446
H -6.6501 10.0544 -2.7473
H -7.4308 9.9295 -4.3345
H -7.7736 8.7152 -3.0673
H -7.2555 7.7073 -5.2588
H -5.7332 6.8428 -4.9987
H -5.7210 7.8736 -7.2142
H -4.4670 8.6146 -6.2100
H -4.5255 11.0111 -6.8152
H -5.0144 10.6954 -5.1247
H -5.9975 11.7521 -6.1561
*
```

The frontier orbital gap comes out at 8.80 eV. As for the energy: -3810.42200 Eh. Its SMILES is CCCCCCCP(Cl)(CCC(C)C)(B(O)O)S(=O)(=O)C(F)(F)C(F)(F)F.COCCOC.COCCOC.COCCOC.COCCOC. The HOMO energy comes out at -9.0 eV.

=====

(3)
The following is a quantum chemistry calculation of C30H68Br2N2NbO4P as an isolated structure in a non-equilibrium geometry, from the Open Molecules 2025 dataset.

```
! wB97M-V def2-TZVPD RIJCOSX def2/J DEFGRID3
* xyz 0 1
C 3.2185 4.6127 0.5158
C 4.3856 3.6368 0.7320
C 3.9677 2.3290 1.4384
C 4.3730 1.0404 0.7095
O 3.3951 0.7037 -0.2760
Nb 3.2687 -0.9398 -1.3323
C 2.2308 -2.3314 0.1302
C 1.7309 -1.6963 1.4444
C 0.3251 -1.0741 1.3186
C 0.2201 0.4643 1.2630
C -0.9231 0.9415 0.3466
O -1.7479 1.9152 1.0214
C -2.4550 2.7184 0.1013
C 4.8940 -2.1590 -0.3363
C 6.3511 -2.1129 -0.7816
O 6.9132 -0.8222 -0.5581
C 8.3234 -0.8539 -0.6731
C 8.8787 0.5668 -0.7158
C 1.1855 -0.1486 -1.9203
N -0.0472 -0.9503 -1.8349
C -1.1934 -0.3840 -2.5427
C 2.8113 -2.4464 -3.0336
Br 4.3799 -3.5923 -3.4760
C 2.0893 -2.1581 -4.3662
C 2.9049 -1.6130 -5.5454
P 4.7493 0.1860 -3.1800
O 5.9722 -0.6688 -3.9055
Br 5.9613 1.9292 -2.4984
H 2.8874 5.0475 1.4734
H 2.3507 4.0891 0.0834
H 3.4898 5.4362 -0.1577
H 5.1524 4.1421 1.3419
H 4.8598 3.4044 -0.2303
H 4.3920 2.2891 2.4557
H 2.8710 2.3098 1.5609
H 4.4644 0.2145 1.4354
H 5.3481 1.1473 0.2112
H 1.3764 -2.8026 -0.3944
H 2.9157 -3.1516 0.3900
H 1.7186 -2.4658 2.2364
H 2.4187 -0.9140 1.8097
H -0.1840 -1.4938 0.4382
H -0.2590 -1.3610 2.2166
H -0.0128 0.8506 2.2696
H 1.1779 0.9132 0.9665
H -1.5764 0.0958 0.0663
H -0.5378 1.3705 -0.5903
H -3.2741 3.2187 0.6388
H -2.8830 2.1340 -0.7378
H -1.7899 3.4877 -0.3246
H 4.8729 -2.0416 0.7678
H 4.5524 -3.2019 -0.4797
H 6.9526 -2.8455 -0.1997
H 6.4616 -2.3908 -1.8454
H 8.6027 -1.4112 -1.5862
H 8.7494 -1.4058 0.1890
H 9.9506 0.5638 -0.4666
H 8.3526 1.1930 0.0203
H 8.7493 1.0210 -1.7035
H 1.0126 0.7899 -1.3670
H 1.3846 0.1584 -2.9747
H 0.1316 -1.8855 -2.1850
H -1.2479 -0.6657 -3.6114
H -1.1297 0.7143 -2.5053
H -2.1520 -0.6783 -2.0723
H 2.1696 -3.1709 -2.5016
H 1.2601 -1.4673 -4.1652
H 1.6152 -3.0967 -4.7166
H 3.6016 -2.3647 -5.9378
H 2.2183 -1.3404 -6.3632
H 3.4609 -0.7023 -5.2910
H 5.6862 -1.5944 -4.0113
C -8.7187 1.1564 1.4009
C -8.2272 -0.0193 0.5620
C -7.5395 -1.1368 1.3467
C -6.3371 -0.8526 2.2465
N -5.0635 -0.2981 1.6326
C -3.9247 -0.5129 2.6061
C -3.3747 -1.8812 2.2870
C -3.4062 -1.8828 0.7655
C -4.6534 -1.0904 0.3892
C -5.1590 1.1827 1.2956
C -5.0333 2.1962 2.4410
C -5.8645 2.0534 3.7143
H -7.9311 1.8754 1.6224
H -9.5033 1.7004 0.8755
H -9.1360 0.8149 2.3513
H -7.5918 0.3286 -0.2575
H -9.0866 -0.4831 0.0730
H -7.3042 -1.9520 0.6606
H -8.2742 -1.5659 2.0363
H -6.0453 -1.8032 2.6950
H -6.5961 -0.1776 3.0572
H -3.1741 0.2486 2.3810
H -4.2933 -0.3801 3.6202
H -3.9769 -2.6895 2.7073
H -2.3651 -1.9712 2.6849
H -3.4165 -2.8854 0.3428
H -2.5277 -1.3655 0.3852
H -5.4785 -1.7183 0.0754
H -4.4593 -0.3676 -0.3999
H -6.0702 1.3130 0.7205
H -4.3167 1.3749 0.6285
H -5.2820 3.1512 1.9697
H -3.9801 2.2837 2.7168
H -6.9268 1.9089 3.5185
H -5.7669 2.9712 4.2942
H -5.5196 1.2421 4.3561
*
```

The frontier orbital gap comes out at 5.06 eV. As for the energy: -7140.46383 Eh. The HOMO energy comes out at -5.6 eV.

=====

(4)
The following is a quantum chemistry calculation of C30H68CdF6NO19S2Zn as an isolated structure in a non-equilibrium geometry, from the Open Molecules 2025 dataset.

```
! wB97M-V def2-TZVPD RIJCOSX def2/J DEFGRID3
* xyz 1 1
Zn -0.8315 3.1859 3.0330
Cd 3.1407 -0.9859 -2.9636
C 1.7426 0.7256 0.5989
C 2.0250 -0.1511 -0.4636
C 0.8146 -0.5988 -1.3374
O 1.0714 -1.1819 -2.4221
C -0.5131 -0.3087 -0.9404
C -0.7330 0.3546 0.2677
C 0.4410 0.9689 1.0009
O 0.2813 1.9432 1.7874
O -1.8703 0.3186 0.8057
O 3.1228 -0.5203 -0.9277
H 2.6390 1.1178 1.0602
H -1.3540 -0.7757 -1.4346
C -0.7834 -0.2526 4.9332
F -0.5632 -0.1896 3.6171
F -2.0628 -0.2571 5.1620
F -0.1508 -1.3122 5.3945
S 0.1576 1.2481 5.6935
O 0.1212 1.1656 7.1164
O 1.5002 1.1730 5.1825
N -0.6731 2.5188 4.8547
S -1.6674 3.1344 5.9502
O -2.6913 3.7700 5.1380
O -2.2557 2.2717 6.9421
C -0.7143 4.5314 6.7960
F -1.5754 5.0630 7.6436
F 0.3660 4.0878 7.3963
F -0.3551 5.4559 5.9082
C 0.6777 -2.6532 -5.3689
C 1.6179 -1.6466 -5.9283
O 2.7858 -1.4115 -5.0753
H 1.2051 -3.6050 -5.4846
H -0.2786 -2.7328 -5.8754
H 0.5807 -2.3284 -4.3302
H 1.1009 -0.6874 -6.0554
H 2.0280 -1.8676 -6.9175
H 3.5061 -1.4565 -5.7075
C -4.7090 3.4826 -2.2878
C -4.2958 2.1491 -1.6969
O -2.9353 1.9015 -1.9805
H -5.5944 3.8913 -1.8030
H -4.7979 3.3860 -3.3708
H -3.9764 4.2928 -2.2224
H -4.9204 1.3531 -2.1251
H -4.4616 1.9701 -0.6269
H -2.5050 1.1901 -1.5050
C -1.8362 -4.4465 -1.3013
C -2.6553 -5.4901 -0.5789
O -3.9820 -4.9724 -0.3782
H -0.8425 -4.8406 -1.5433
H -1.6653 -3.5820 -0.6560
H -2.3024 -4.0706 -2.2106
H -2.2851 -5.7119 0.4267
H -2.7955 -6.4138 -1.1384
H -3.9068 -4.1460 0.1191
C 3.4182 -1.8747 2.0117
C 2.6617 -1.3039 3.2204
O 3.5637 -0.7822 4.1856
H 4.1268 -1.1931 1.5392
H 2.7749 -2.2199 1.1997
H 3.9730 -2.7461 2.3671
H 2.0575 -2.1127 3.6415
H 1.9234 -0.5780 2.8754
H 3.1160 0.0140 4.5044
C 2.8139 4.4954 2.4534
C 1.9710 4.3695 3.6972
O 0.5910 4.6784 3.3529
H 2.8776 5.5181 2.0662
H 2.3268 3.9752 1.6258
H 3.8351 4.1450 2.5994
H 2.3385 4.9373 4.5506
H 1.9031 3.3160 3.9782
H 0.5125 5.6395 3.4025
C 2.2809 -4.8219 -1.3568
C 3.0642 -4.2971 -2.5499
O 3.6243 -2.9989 -2.1925
H 3.0113 -5.2105 -0.6460
H 1.6618 -5.6565 -1.6857
H 1.7200 -4.0169 -0.8879
H 2.6066 -4.2855 -3.5369
H 3.9270 -4.9524 -2.7108
H 4.3378 -3.1703 -1.5684
C 6.1752 0.0262 -1.5582
C 6.3304 -0.0745 -3.0711
O 5.1513 -0.6388 -3.6584
H 5.5398 0.8273 -1.1914
H 7.1239 0.1954 -1.0459
H 5.8504 -0.9596 -1.2211
H 7.1985 -0.6537 -3.3893
H 6.5099 0.9437 -3.4330
H 5.2726 -0.6966 -4.6104
C -5.6552 -2.0680 2.0470
C -4.1768 -1.7037 1.9026
O -3.5743 -2.1488 0.6805
H -5.7136 -2.9803 2.6326
H -6.2481 -1.9946 1.1366
H -6.1258 -1.2708 2.6326
H -3.6586 -2.2385 2.7024
H -4.0000 -0.6275 1.9253
H -2.7748 -1.6377 0.5058
C -4.7290 1.5863 3.0964
C -3.8454 2.5029 2.2673
O -2.4555 2.1784 2.4034
H -4.3673 0.5603 3.0793
H -5.7439 1.6296 2.6903
H -4.9038 1.9527 4.1075
H -3.9991 3.5459 2.5515
H -4.0674 2.5757 1.1989
H -2.2191 1.3001 2.0246
C -2.5694 -1.5742 -3.8090
C -3.6305 -0.6703 -4.3570
O -4.1586 -1.1267 -5.6061
H -2.8483 -1.7977 -2.7751
H -1.5362 -1.2292 -3.7158
H -2.4490 -2.5254 -4.3319
H -3.1934 0.3232 -4.5217
H -4.4601 -0.5102 -3.6633
H -4.6990 -0.4112 -5.9515
C 3.0855 2.8998 -1.7800
C 3.4780 2.3686 -3.1716
O 2.7950 1.1698 -3.5233
H 3.4128 3.9428 -1.7697
H 3.5921 2.3782 -0.9720
H 2.0124 2.8819 -1.5943
H 4.5558 2.2049 -3.2229
H 3.2654 3.1714 -3.8818
H 2.0493 1.4509 -4.0661
*
```

The frontier orbital gap comes out at 7.43 eV. As for the energy: -6010.47525 Eh. The HOMO energy comes out at -10.7 eV.